This record from the Open Molecules 2025 dataset describes a 12-piece molecular cluster, C55H139N9O12 overall. The level of theory is ωB97M-V/def2-TZVPD.

Summary:
Lowest unoccupied orbital energy: 0.45 eV
Strongest force on any atom: 0.0613 hartree/bohr
Kohn-Sham gap: 8.722 eV
Multiplicity: 1
SMILES: CC1(C)CCCC(C)(C)N1O.CC1(C)CCCC(C)(C)N1O.COC[C@H](C)N.COC[C@H](C)N.COC[C@H](C)N.COC[C@H](C)N.COC[C@H](C)N.COC[C@H](C)N.COC[C@H](C)N.CC(C)O.CC(C)O.CC(C)O

```
215
C55H139N9O12 ωB97M-V/def2-TZVPD
C 2.78 5.00 -0.98
C 1.41 4.32 -0.89
C 1.25 3.82 0.50
C 0.31 5.36 -1.13
C 0.10 5.79 -2.59
C 0.01 4.50 -3.45
C 1.18 3.49 -3.25
C 0.84 2.09 -3.96
C 2.50 4.00 -3.90
N 1.19 3.20 -1.79
O 2.26 2.27 -1.48
H 2.85 5.91 -0.32
H 3.59 4.36 -0.76
H 3.06 5.39 -1.94
H 2.06 3.09 0.67
H 1.27 4.57 1.26
H 0.27 3.36 0.61
H -0.60 4.78 -0.79
H 0.49 6.25 -0.47
H -0.83 6.40 -2.64
H 0.93 6.44 -2.96
H -0.03 4.74 -4.52
H -0.94 4.05 -3.25
H -0.01 1.66 -3.39
H 1.70 1.55 -3.73
H 0.62 2.09 -5.06
H 3.39 3.35 -3.89
H 2.74 4.96 -3.58
H 2.27 4.05 -4.98
H 3.00 2.58 -2.01
C 0.76 5.68 8.04
C 0.65 5.04 6.64
C -0.86 5.08 6.27
C 1.45 5.87 5.68
C 1.82 5.19 4.36
C 2.30 3.72 4.52
C 1.48 2.80 5.51
C 0.17 2.31 4.81
C 2.26 1.48 5.86
N 1.24 3.64 6.79
O 0.50 2.84 7.67
H -0.14 5.39 8.63
H 1.64 5.42 8.61
H 0.71 6.75 7.91
H -0.91 5.15 5.19
H -1.45 4.28 6.67
H -1.30 6.02 6.62
H 1.00 6.85 5.51
H 2.38 6.13 6.21
H 0.83 5.16 3.83
H 2.51 5.75 3.77
H 3.34 3.74 4.99
H 2.42 3.14 3.59
H 0.45 1.66 3.94
H -0.34 3.21 4.46
H -0.50 1.77 5.46
H 3.35 1.61 5.99
H 2.03 0.75 5.08
H 1.54 1.12 6.59
H 0.90 2.89 8.54
C 2.79 -8.38 -1.64
O 3.18 -7.33 -2.55
C 2.53 -6.07 -2.46
C 3.00 -5.19 -1.35
C 2.08 -3.96 -1.12
N 4.38 -4.80 -1.51
H 3.25 -9.31 -1.91
H 1.72 -8.59 -1.88
H 2.90 -8.20 -0.55
H 2.76 -5.58 -3.46
H 1.45 -6.17 -2.53
H 3.04 -5.80 -0.43
H 1.04 -4.20 -1.10
H 2.22 -3.12 -1.78
H 2.23 -3.64 -0.07
H 4.91 -5.58 -1.86
H 4.43 -4.12 -2.26
C 0.37 -1.50 3.51
O 1.52 -0.75 3.03
C 2.54 -1.48 2.36
C 3.80 -0.70 2.20
C 3.52 0.66 1.53
N 4.77 -1.38 1.33
H -0.12 -2.10 2.71
H -0.29 -0.79 4.08
H 0.75 -2.23 4.25
H 2.72 -2.41 2.96
H 2.23 -1.78 1.33
H 4.35 -0.51 3.11
H 3.11 0.47 0.51
H 4.36 1.34 1.51
H 2.76 1.20 2.08
H 4.46 -1.35 0.34
H 4.81 -2.38 1.58
C -2.20 -1.06 -4.40
O -1.22 -0.82 -5.37
C 0.08 -1.29 -4.97
C 1.01 -0.74 -6.10
C 0.76 -1.49 -7.38
N 2.40 -0.54 -5.89
H -2.41 -2.12 -4.40
H -3.09 -0.50 -4.69
H -1.97 -0.67 -3.41
H 0.29 -0.80 -3.98
H 0.12 -2.37 -4.97
H 0.62 0.27 -6.25
H 1.18 -1.05 -8.20
H -0.31 -1.59 -7.43
H 1.02 -2.51 -7.26
H 2.86 -1.36 -5.58
H 2.70 0.24 -5.32
C -1.29 -3.27 -2.24
O -0.53 -2.36 -1.54
C -1.35 -1.64 -0.64
C -0.54 -0.43 -0.05
C -1.10 0.17 1.20
N -0.39 0.66 -1.02
H -1.61 -4.01 -1.50
H -0.77 -3.64 -3.08
H -2.27 -2.86 -2.62
H -2.27 -1.27 -1.14
H -1.62 -2.27 0.18
H 0.45 -0.87 0.15
H -1.99 0.71 0.99
H -0.31 0.81 1.57
H -1.34 -0.58 2.02
H 0.25 1.37 -0.64
H 0.06 0.34 -1.88
C 3.27 -0.57 -2.52
O 4.03 0.50 -3.14
C 5.19 0.02 -3.78
C 6.24 1.05 -3.66
C 7.59 0.69 -4.31
N 6.47 1.32 -2.22
H 2.81 -1.28 -3.21
H 2.53 -0.02 -1.91
H 3.87 -1.23 -1.89
H 5.57 -0.90 -3.25
H 4.89 -0.32 -4.76
H 5.85 2.00 -4.04
H 7.47 0.33 -5.34
H 8.10 -0.16 -3.90
H 8.40 1.44 -4.30
H 5.54 1.29 -1.77
H 7.04 0.63 -1.76
C -4.38 -0.98 1.40
O -4.74 -2.34 1.76
C -3.64 -3.25 1.66
C -3.81 -4.40 2.64
C -3.48 -4.06 4.08
N -2.88 -5.35 2.05
H -5.13 -0.30 1.79
H -4.31 -0.92 0.29
H -3.39 -0.67 1.66
H -3.60 -3.70 0.63
H -2.69 -2.69 1.84
H -4.90 -4.81 2.62
H -2.41 -3.80 4.11
H -3.69 -4.99 4.60
H -4.11 -3.26 4.43
H -3.20 -5.62 1.15
H -2.67 -6.19 2.65
C -6.72 6.57 1.89
O -6.34 5.31 2.43
C -4.90 5.08 2.42
C -4.66 3.57 2.50
C -3.17 3.17 2.40
N -5.24 2.89 1.37
H -6.63 6.73 0.82
H -6.22 7.39 2.42
H -7.74 6.70 2.16
H -4.45 5.38 1.48
H -4.48 5.65 3.23
H -5.04 3.17 3.45
H -3.17 2.03 2.36
H -2.52 3.63 3.18
H -2.80 3.54 1.43
H -4.56 2.93 0.65
H -6.13 3.36 1.05
C 0.47 -6.97 1.12
C 0.63 -5.82 2.20
C 2.09 -5.52 2.52
O 0.07 -4.56 1.72
H 1.06 -7.83 1.41
H 0.89 -6.54 0.18
H -0.57 -7.19 0.86
H 0.11 -6.06 3.09
H 2.11 -4.99 3.47
H 2.38 -4.70 1.83
H 2.79 -6.34 2.51
H -0.93 -4.63 1.85
C -4.92 -7.13 -3.19
C -4.59 -5.86 -2.39
C -5.62 -4.76 -2.43
O -4.44 -6.13 -1.03
H -4.18 -7.85 -3.31
H -5.19 -6.91 -4.25
H -5.78 -7.61 -2.75
H -3.62 -5.46 -2.73
H -5.38 -3.98 -1.71
H -6.63 -5.23 -2.21
H -5.74 -4.28 -3.42
H -5.29 -6.30 -0.65
C -4.31 1.11 -2.32
C -3.32 2.27 -2.44
C -4.12 3.49 -2.88
O -2.66 2.62 -1.19
H -4.78 0.86 -3.27
H -5.13 1.29 -1.57
H -3.80 0.24 -2.00
H -2.53 1.96 -3.14
H -4.76 3.35 -3.75
H -3.45 4.36 -3.08
H -4.75 3.85 -2.04
H -1.85 2.10 -1.08
```